Molecular formula: C3H6O3P
Method: DFT, ωB97M-V with the def2-TZVPD basis set

```
13
Properties=species:S:1:pos:R:3:forces:R:3
C 0.237271 1.223411 -0.681062 0.464 0.208 3.934
C 0.804128 -0.017664 -0.049442 2.089 -1.649 0.326
C -0.131355 -1.193010 0.026181 -1.566 -1.960 1.467
O 1.576863 0.062992 1.340522 -0.574 0.384 -1.708
P 2.652049 -0.032533 0.065093 -0.840 -0.791 1.264
O 3.559050 -1.225352 0.062965 -0.986 0.307 -0.133
O 3.178256 1.312686 -0.249939 0.358 0.597 -0.531
H 1.086179 1.891018 -0.790788 -0.390 0.533 -0.141
H -0.552428 1.564642 0.042584 0.462 0.370 -0.855
H -0.181259 0.912625 -1.566784 -1.044 -0.400 -2.227
H 0.323738 -2.217360 0.232455 0.011 1.538 -0.039
H -0.768707 -1.422581 -0.851573 0.483 0.727 -0.036
H -0.933053 -1.078327 0.886019 1.532 0.136 -1.322
```
Positions in Å, forces in eV/Å.

Summary:
Gap between HOMO and LUMO (eV): 8.48
Strongest force on any atom (eV/A): 3.97
Energy relative to the best compared isomer or geometry (same formula, charge and spin) (kcal/mol): 18.0
HOMO (Eh): -0.167
LUMO (Ha): 0.1449
DFT total energy (eV): -18642.03176
Net charge: -1